C8H23N2OSi | ωB97M-V with the def2-TZVPD basis set

The multiplicity is 1. The energy above the lowest of the compared OMol25 structures with the same formula, charge and spin is 175.5 kJ/mol. The value obtained for the largest force on an atom is 4.91 eV Å⁻¹. The value obtained for the calculated total energy is -792.5646 Eh. Its net charge is +1.

Structure (XYZ):
```
35
Properties=species:S:1:pos:R:3:forces:R:3
C 3.774590 -1.505380 1.194544 -3.59 2.95 1.58
C -0.296701 -3.522530 0.023543 1.22 0.51 0.50
C 0.131945 -0.889786 2.543593 0.67 4.02 0.78
C 2.623647 -2.349601 0.727856 -1.52 1.32 0.64
C 0.525457 -2.694606 -0.916075 2.46 1.29 -2.23
C -2.430207 3.051716 -0.282716 2.03 -0.47 3.37
C -1.269833 3.811102 -2.229511 0.00 -1.76 -1.62
C 1.576242 -1.729424 -0.225375 -2.02 0.08 3.18
N -3.676887 3.633673 -0.664044 1.24 -0.79 -0.60
N -1.645529 2.591025 -1.477314 1.22 -1.80 0.44
O -0.001655 0.909481 -0.007665 0.15 -1.44 0.94
Si 0.527221 -0.377644 0.749525 0.29 0.26 -1.19
H 3.338065 -0.709128 2.015918 1.07 -1.47 -2.04
H 4.482073 -2.027385 1.747544 1.52 -1.01 0.46
H 4.086887 -0.975894 0.334053 1.22 0.79 -0.50
H -1.236473 -3.610026 -0.372386 -2.60 -0.29 -0.80
H -0.358380 -2.953634 0.930435 -0.40 -0.17 0.78
H 0.015498 -4.534256 0.247180 0.61 0.00 -0.02
H 0.023106 -1.932945 2.614665 -0.40 -1.20 0.33
H 1.024990 -0.562540 3.208783 -1.12 -0.69 -1.17
H -0.711947 -0.234344 2.985043 1.00 -1.46 -0.84
H 2.191241 -2.803918 1.558103 -1.32 -0.51 1.86
H 2.961075 -3.186805 0.286765 1.65 -2.93 -2.25
H 1.248421 -3.316696 -1.525223 -1.23 0.33 0.19
H -0.074365 -2.006603 -1.681840 0.99 -1.70 1.65
H -1.582634 3.743026 0.171137 -2.38 -0.75 -0.68
H -2.473627 2.210298 0.577225 0.00 1.36 -2.40
H -2.127475 4.160986 -2.704708 -2.03 0.94 0.08
H -0.781643 3.554216 -3.134579 1.52 -0.61 -0.45
H 2.178110 -1.293521 -0.928116 0.98 1.58 -2.29
H -4.048428 4.342578 -0.072538 -0.08 0.37 0.50
H -4.294252 2.854220 -0.754873 -1.01 0.01 -0.01
H -2.011473 1.878673 -2.135644 -1.04 0.93 0.37
H -0.893288 1.880621 -1.075316 0.11 1.69 0.20
H -0.793770 4.595051 -1.727989 0.80 0.60 1.23
```
Positions in Å, forces in eV/Å.

Atom charges from the natural (NBO) analysis, given in e for atoms 1 to 2:
1 C -0.57
2 C -0.63